[1]
Entry from the OMol25 dataset: a molecular structure, C23H49Cl42O3PS2 at a distorted geometry (ωB97M-V/def2-TZVPD).

Atoms and positions in Å:
C  0.043  -1.625  -1.148
P  -0.071  -0.102  0.036
C  1.674  0.369  0.673
O  -0.543  1.245  -1.013
S  -2.149  1.755  -0.626
O  -3.131  1.447  -1.803
O  -2.671  0.821  0.701
S  -3.645  -0.505  0.203
H  -0.353  -1.302  -2.207
H  1.189  -1.913  -1.203
H  -0.573  -2.561  -0.761
H  1.711  1.557  0.702
H  1.888  0.006  1.765
H  2.541  0.010  -0.031
H  -2.846  -1.682  0.351
C  -5.297  1.713  2.606
Cl  -4.326  3.010  3.315
Cl  -6.913  2.289  2.180
H  -4.799  1.349  1.704
H  -5.388  0.900  3.330
C  2.176  3.697  3.228
Cl  1.162  3.840  1.787
Cl  3.335  2.372  3.062
H  2.723  4.632  3.372
H  1.539  3.505  4.095
C  -5.916  -3.546  1.129
Cl  -6.937  -2.197  1.642
Cl  -4.854  -3.070  -0.201
H  -5.304  -3.870  1.974
H  -6.554  -4.370  0.799
C  0.652  1.553  -4.286
Cl  -0.362  1.696  -5.727
Cl  1.811  0.228  -4.452
H  1.199  2.488  -4.142
H  0.015  1.361  -3.420
C  2.745  -4.834  -0.493
Cl  1.663  -4.243  0.775
Cl  4.072  -3.702  -0.775
H  3.158  -5.798  -0.187
H  2.176  -4.954  -1.418
C  -5.373  1.461  6.719
Cl  -4.624  1.279  8.310
Cl  -5.634  -0.111  5.955
H  -6.336  1.965  6.835
H  -4.718  2.062  6.083
C  0.162  -6.613  2.980
Cl  0.242  -8.379  2.993
Cl  -1.249  -6.047  2.078
H  0.094  -6.252  4.009
H  1.066  -6.220  2.509
C  6.627  1.318  3.812
Cl  7.376  1.136  5.403
Cl  6.366  -0.254  3.048
H  5.664  1.822  3.928
H  7.282  1.918  3.177
C  -8.160  0.603  -1.317
Cl  -8.143  1.364  -2.913
Cl  -6.518  0.369  -0.706
H  -8.710  1.244  -0.623
H  -8.654  -0.369  -1.391
C  3.615  -9.228  1.775
Cl  5.374  -9.065  1.849
Cl  2.863  -7.739  1.191
H  3.362  -10.045  1.095
H  3.236  -9.450  2.776
C  5.480  0.341  -1.433
Cl  6.695  -0.459  -0.429
Cl  4.406  1.346  -0.453
H  5.985  0.971  -2.169
H  4.885  -0.420  -1.946
C  -7.420  5.398  4.545
Cl  -6.205  4.598  5.550
Cl  -8.494  6.404  5.525
H  -6.915  6.028  3.810
H  -8.015  4.637  4.033
C  2.479  7.001  5.232
Cl  1.465  7.144  3.791
Cl  3.638  5.676  5.066
H  3.026  7.936  5.376
H  1.842  6.809  6.098
C  -2.027  7.295  2.536
Cl  -2.558  5.666  2.971
Cl  -1.267  7.312  0.940
H  -2.894  7.961  2.525
H  -1.304  7.644  3.278
C  2.416  1.882  -8.435
Cl  3.846  2.718  -7.819
Cl  1.981  2.468  -10.045
H  2.627  0.811  -8.491
H  1.580  2.058  -7.754
C  -2.932  4.705  -2.836
Cl  -2.947  5.059  -4.568
Cl  -2.625  2.990  -2.539
H  -2.145  5.295  -2.359
H  -3.902  4.972  -2.410
C  2.780  -4.964  -4.668
Cl  3.995  -5.763  -3.664
Cl  1.706  -3.958  -3.689
H  3.285  -4.333  -5.404
H  2.185  -5.724  -5.181
C  -1.184  -10.304  -0.382
Cl  0.246  -9.468  0.234
Cl  -1.619  -9.718  -1.992
H  -0.973  -11.375  -0.439
H  -2.020  -10.128  0.299
C  -1.446  0.560  -10.432
Cl  -0.697  0.378  -8.841
Cl  -1.707  -1.012  -11.196
H  -2.409  1.064  -10.316
H  -0.790  1.160  -11.067
C  2.180  4.983  -5.568
Cl  3.395  4.183  -4.563
Cl  1.106  5.989  -4.588
H  2.685  5.613  -6.303
H  1.585  4.222  -6.080
C  9.354  -2.267  6.166
Cl  10.103  -2.450  7.757
Cl  9.093  -3.840  5.402
H  8.391  -1.764  6.282
H  10.010  -1.667  5.531

Properties
HOMO level: -7.820 eV
HOMO-LUMO gap: 8.0 eV
E: -21596.9155 Eh

Results of the Löwdin charge analysis, in e, for atoms 1 through 2: atom 1 (C): -0.31, atom 2 (P): 0.88

---

[2]
Entry from the OMol25 dataset: 6 unconnected molecules or ions with the total composition C23H49F7N6O6P at a distorted geometry (ωB97M-V/def2-TZVPD).

Atoms and positions in Å:
C  1.155  1.263  1.377
C  1.215  0.918  -0.128
C  0.187  1.720  -0.981
N  -0.857  0.840  -1.606
P  -2.114  0.698  -0.544
O  -3.100  1.896  -0.842
C  -3.526  2.613  0.366
C  -4.078  3.987  -0.096
C  -3.027  -0.909  -0.863
F  -2.107  -1.895  -0.997
F  -3.634  -0.737  -2.069
C  -4.158  -1.274  0.134
F  -5.068  -0.317  0.192
F  -4.776  -2.347  -0.375
C  -3.675  -1.696  1.547
F  -3.095  -2.861  1.555
F  -4.769  -1.833  2.294
F  -2.924  -0.780  2.141
H  0.209  0.950  1.856
H  1.362  2.320  1.572
H  1.936  0.672  1.875
H  1.059  -0.161  -0.288
H  2.223  1.203  -0.471
H  -0.284  2.515  -0.377
H  0.729  2.245  -1.777
H  -0.455  -0.078  -1.807
H  -1.566  0.745  0.753
H  -2.720  2.749  1.100
H  -4.362  2.099  0.860
H  -4.408  3.843  -1.132
H  -3.247  4.700  -0.115
H  -4.895  4.323  0.546
C  0.347  -0.534  4.490
O  1.418  0.023  4.611
N  -0.534  -0.761  5.485
C  -1.795  -1.434  5.248
C  -0.205  -0.318  6.831
H  -0.005  -0.913  3.511
H  -2.617  -0.770  5.525
H  -1.845  -2.342  5.851
H  -1.888  -1.699  4.197
H  -0.052  0.762  6.832
H  0.718  -0.797  7.157
H  -1.010  -0.573  7.516
C  -6.885  -3.606  4.629
O  -7.589  -3.429  5.601
N  -6.748  -4.777  3.971
C  -5.885  -4.912  2.815
C  -7.490  -5.936  4.441
H  -6.280  -2.792  4.192
H  -6.480  -5.226  1.954
H  -5.120  -5.664  3.020
H  -5.401  -3.965  2.586
H  -8.558  -5.720  4.414
H  -7.208  -6.156  5.472
H  -7.276  -6.798  3.813
C  4.680  2.791  -0.383
O  3.468  2.591  -0.380
N  5.403  3.108  -1.460
C  6.841  3.330  -1.388
C  4.732  3.235  -2.742
H  5.281  2.720  0.536
H  7.065  4.346  -1.720
H  7.349  2.619  -2.036
H  7.201  3.201  -0.372
H  3.967  4.009  -2.678
H  4.248  2.290  -2.996
H  5.451  3.495  -3.515
C  10.365  3.965  -1.987
O  9.678  3.121  -1.438
N  10.591  4.035  -3.312
C  11.423  5.070  -3.899
C  9.982  3.042  -4.181
H  10.872  4.762  -1.419
H  10.833  5.652  -4.610
H  12.263  4.609  -4.421
H  11.806  5.735  -3.128
H  8.897  3.083  -4.078
H  10.319  2.047  -3.889
H  10.257  3.232  -5.216
C  -2.419  -3.515  -5.785
O  -1.361  -2.966  -5.541
N  -3.391  -3.745  -4.877
C  -4.637  -4.404  -5.222
C  -3.169  -3.312  -3.512
H  -2.672  -3.877  -6.795
H  -5.474  -3.736  -5.010
H  -4.744  -5.315  -4.628
H  -4.651  -4.667  -6.278
H  -2.994  -2.243  -3.479
H  -2.276  -3.817  -3.135
H  -4.024  -3.565  -2.888

Properties
HOMO level: -10.937 eV
HOMO-LUMO gap: 8.0 eV
net charge: +1
E: -2725.9129 Eh

Results of the Löwdin charge analysis, in e, for atoms 1 through 2: atom 1 (C): -0.10, atom 2 (C): -0.23

---

[3]
Entry from the OMol25 dataset: a molecular structure, C23H49LuN4P3S at a distorted geometry (ωB97M-V/def2-TZVPD).

Atoms and positions in Å:
Lu  0.111  0.261  -0.057
P  2.435  1.854  0.488
P  -1.522  2.543  0.929
P  2.028  -2.044  -1.209
H  -5.360  1.617  -2.274
C  -4.425  1.089  -2.031
C  -4.447  -0.038  -1.259
H  -4.916  -0.042  -0.250
C  2.885  2.909  -0.950
C  2.446  3.116  1.821
C  4.023  0.990  0.780
C  -3.351  2.704  0.926
C  -1.169  3.321  2.562
C  -1.096  3.858  -0.284
C  1.186  -3.428  -2.116
C  3.124  -3.004  -0.095
C  3.277  -1.404  -2.381
H  -3.512  1.530  -2.500
H  -3.919  -0.958  -1.562
H  3.772  3.514  -0.717
H  2.043  3.568  -1.194
H  3.088  2.276  -1.823
H  3.448  3.545  1.960
H  2.124  2.652  2.762
H  1.739  3.921  1.580
H  4.835  1.680  1.059
H  4.321  0.426  -0.114
H  3.886  0.269  1.596
H  -3.668  3.758  0.851
H  -3.757  2.294  1.862
H  -3.782  2.130  0.091
H  -1.233  4.419  2.538
H  -0.157  3.030  2.884
H  -1.885  2.937  3.309
H  -1.793  4.708  -0.193
H  -1.173  3.432  -1.293
H  -0.068  4.207  -0.139
H  1.853  -3.983  -2.783
H  0.362  -3.009  -2.710
H  0.775  -4.138  -1.396
H  3.872  -3.606  -0.628
H  2.518  -3.671  0.525
H  3.650  -2.288  0.543
H  3.655  -2.178  -3.059
H  4.133  -0.994  -1.826
H  2.804  -0.612  -2.980
C  -0.522  0.127  -3.994
C  0.316  0.460  -5.090
C  -0.001  -0.039  -6.361
C  -1.170  -0.753  -6.605
C  -2.000  -1.071  -5.512
C  -1.690  -0.625  -4.223
S  -0.182  0.699  -2.429
H  -1.005  -1.013  -0.877
H  1.167  1.111  -4.911
H  0.697  0.166  -7.185
H  -1.412  -1.111  -7.628
H  -2.905  -1.670  -5.658
H  -2.324  -0.801  -3.352
C  0.988  -1.213  2.797
N  -0.270  -0.970  2.012
C  -1.238  -0.246  2.952
N  -1.483  -1.002  4.187
C  -0.203  -1.213  4.868
N  0.750  -1.986  4.026
C  0.134  -3.281  3.638
N  -1.168  -3.088  2.950
C  -0.942  -2.295  1.730
C  -2.067  -2.313  3.840
H  1.429  -0.242  3.068
H  1.695  -1.770  2.168
H  -2.184  -0.085  2.411
H  -0.798  0.726  3.215
H  -0.364  -1.747  5.814
H  0.254  -0.235  5.071
H  0.822  -3.792  2.944
H  -0.001  -3.902  4.537
H  -1.907  -2.087  1.247
H  -0.305  -2.857  1.035
H  -2.253  -2.888  4.757
H  -3.018  -2.151  3.314

Properties
HOMO level (spin up / spin down): -16.178 / -16.377 eV
energy above the lowest of the compared OMol25 structures with the same formula, charge and spin: 5.02 kcal/mol
HOMO-LUMO gap (spin up / spin down): 4.1 / 4.1 eV
net charge: +3
E: -3781.4829 Eh

Results of the Löwdin charge analysis, in e, for atoms 1 through 2: atom 1 (Lu): 0.96, atom 2 (P): 0.72

---

[4]
Entry from the OMol25 dataset: a molecular structure, C23H49N2O14P3Si2 at a distorted geometry (ωB97M-V/def2-TZVPD).

Atoms and positions in Å:
C  6.966  -0.014  -0.134
C  5.956  0.710  -0.997
C  5.320  0.007  -2.009
C  4.362  0.635  -2.788
C  4.044  1.964  -2.548
C  2.964  2.668  -3.353
Si  1.576  3.174  -2.205
O  1.003  4.636  -2.839
N  -0.184  5.067  -2.143
O  0.075  5.735  -1.229
O  0.318  2.102  -2.165
Si  0.194  1.047  -0.889
N  1.730  0.229  -0.626
C  -0.188  1.846  0.777
C  -1.632  2.176  1.064
O  -1.955  2.784  2.053
O  -2.584  1.712  0.188
P  -1.352  -0.461  -1.545
C  -0.417  -1.654  -2.575
O  -1.834  -1.337  -0.209
C  4.708  2.679  -1.561
C  5.669  2.047  -0.784
H  7.679  -0.569  -0.740
H  7.442  0.653  0.581
H  6.417  -0.762  0.446
H  5.531  -1.038  -2.195
H  3.825  0.124  -3.579
H  2.568  2.011  -4.128
H  3.375  3.558  -3.834
H  2.057  3.446  -0.843
H  1.579  -0.377  0.179
H  1.924  -0.401  -1.399
H  0.168  1.192  1.577
H  0.406  2.757  0.875
H  -3.023  2.431  -0.280
H  0.269  -2.222  -1.936
H  -1.106  -2.346  -3.051
H  0.165  -1.084  -3.298
H  -2.420  -0.784  0.319
H  4.476  3.724  -1.399
H  6.173  2.613  -0.012
O  2.825  0.257  6.570
P  3.366  -1.007  6.042
O  4.348  -0.697  4.810
C  5.567  0.018  5.045
C  6.623  -0.838  5.719
O  2.129  -1.669  5.225
C  0.796  -1.176  5.357
C  0.467  -0.217  4.233
O  3.970  -2.435  6.466
C  3.731  -2.923  7.808
C  2.269  -3.235  8.054
H  5.360  0.915  5.635
H  5.922  0.341  4.067
H  6.332  -1.093  6.740
H  7.574  -0.307  5.762
H  6.761  -1.774  5.178
H  0.644  -0.706  6.328
H  0.136  -2.044  5.311
H  1.213  0.576  4.167
H  -0.514  0.237  4.377
H  0.472  -0.743  3.275
H  4.097  -2.190  8.531
H  4.334  -3.822  7.917
H  1.664  -2.326  8.058
H  2.144  -3.725  9.020
H  1.877  -3.884  7.271
O  -4.924  0.074  -3.623
P  -6.212  -0.347  -4.196
O  -7.111  0.948  -4.516
C  -6.682  1.864  -5.529
C  -6.894  1.322  -6.931
O  -7.055  -0.902  -2.922
C  -6.416  -1.159  -1.672
C  -6.584  0.012  -0.726
O  -6.900  -1.372  -5.226
C  -6.158  -2.544  -5.639
C  -5.934  -3.513  -4.496
H  -5.632  2.125  -5.369
H  -7.272  2.769  -5.389
H  -6.239  0.471  -7.129
H  -6.683  2.092  -7.673
H  -7.920  0.977  -7.057
H  -5.361  -1.397  -1.813
H  -6.894  -2.046  -1.252
H  -6.251  0.940  -1.190
H  -6.015  -0.145  0.192
H  -7.636  0.141  -0.465
H  -5.206  -2.235  -6.077
H  -6.745  -3.014  -6.425
H  -5.255  -3.095  -3.748
H  -5.495  -4.440  -4.866
H  -6.873  -3.738  -3.993

Properties
HOMO level: -7.328 eV
HOMO-LUMO gap: 7.2 eV
E: -3671.9649 Eh

Results of the Löwdin charge analysis, in e, for atoms 1 through 2: atom 1 (C): -0.05, atom 2 (C): -0.28

---

[5]
Entry from the OMol25 dataset: 4 unconnected molecules or ions with the total composition C23H49N3O7PS3 at a distorted geometry (ωB97M-V/def2-TZVPD).

Atoms and positions in Å:
C  2.490  1.054  1.720
N  1.012  1.057  2.046
C  0.429  -0.335  2.131
C  -0.347  -0.841  0.768
P  0.640  -0.430  -0.875
N  0.699  1.180  -1.125
C  -0.428  -2.471  0.837
C  -1.845  -3.050  0.255
C  -2.001  -3.017  -1.374
C  -1.873  -4.670  0.676
N  -2.957  -2.407  1.037
O  -2.704  -2.656  2.361
C  -3.122  -0.935  0.795
C  -4.156  -0.566  -0.468
C  -3.911  -0.337  2.145
C  -1.766  -0.052  0.640
H  3.158  0.935  2.699
H  2.868  2.010  1.151
H  2.737  0.087  1.069
H  0.459  1.696  1.434
H  1.284  -1.096  2.410
H  -0.342  -0.324  3.033
H  -0.083  -1.016  -1.992
H  1.946  -1.054  -0.858
H  1.701  1.476  -1.175
H  -0.137  -2.846  1.907
H  0.422  -2.884  0.107
H  -2.977  -3.643  -1.650
H  -1.100  -3.636  -1.846
H  -2.071  -1.916  -1.821
H  -1.439  -4.861  1.746
H  -2.958  -5.086  0.505
H  -1.121  -5.186  -0.089
H  -4.897  0.303  -0.213
H  -3.554  -0.259  -1.444
H  -4.777  -1.559  -0.675
H  -3.152  -0.057  3.014
H  -4.468  0.688  1.890
H  -4.772  -1.068  2.512
H  -1.829  0.545  -0.381
H  -1.765  0.791  1.486
C  -5.038  3.824  -3.309
C  -6.367  3.597  -4.030
C  -6.502  2.096  -4.281
S  -5.576  1.287  -2.985
O  -4.449  0.602  -3.583
O  -6.497  0.625  -2.083
C  -4.983  2.777  -2.207
H  -4.964  4.838  -2.905
H  -4.208  3.676  -4.010
H  -7.191  3.940  -3.392
H  -6.421  4.161  -4.966
H  -7.545  1.773  -4.238
H  -6.062  1.810  -5.241
H  -3.977  2.619  -1.815
H  -5.670  3.026  -1.393
C  4.610  -2.709  6.645
C  3.396  -3.493  6.149
C  2.652  -2.604  5.153
S  3.880  -1.525  4.433
O  3.589  -0.164  4.833
O  4.090  -1.898  3.048
C  5.255  -2.117  5.401
H  5.309  -3.348  7.194
H  4.283  -1.907  7.317
H  3.732  -4.408  5.647
H  2.743  -3.792  6.975
H  2.179  -3.194  4.364
H  1.905  -1.982  5.652
H  5.938  -1.295  5.621
H  5.767  -2.887  4.817
C  4.469  2.087  -4.767
C  4.532  3.612  -4.829
C  4.522  4.131  -3.392
S  5.252  2.843  -2.391
O  4.239  2.325  -1.497
O  6.550  3.284  -1.920
C  5.489  1.675  -3.715
H  4.686  1.632  -5.737
H  3.465  1.770  -4.461
H  5.461  3.919  -5.325
H  3.699  4.028  -5.405
H  5.109  5.047  -3.291
H  3.503  4.300  -3.035
H  5.340  0.658  -3.348
H  6.510  1.794  -4.089

Properties
HOMO level (spin up / spin down): -7.483 / -7.483 eV
2S+1: 2
energy above the lowest of the compared OMol25 structures with the same formula, charge and spin: 134.54 kcal/mol
HOMO-LUMO gap (spin up / spin down): 8.1 / 7.3 eV
E: -3132.2762 Eh

Results of the Löwdin charge analysis, in e, for atoms 1 through 2: atom 1 (C): -0.15, atom 2 (N): -0.15

---

What is the E in the second record?
-2725.9129 Eh